DFT (ωB97M-V/def2-TZVPD) results for one molecule with the formula C5H10O4S2 in a non-equilibrium geometry.

Cartesian coordinates (Å):
C  -0.9040  1.2821  -0.6060
C  -2.3352  1.2834  -0.6155
C  -1.5777  -0.5091  1.1901
C  3.3094  0.3210  0.2159
C  1.9843  -1.5735  0.0026
O  0.8096  -1.0156  -0.4428
O  -2.8946  -1.3485  -1.0247
O  -4.1619  -0.2353  0.7981
O  3.1274  -0.8745  -0.5125
S  -0.1732  0.0497  0.6943
S  -2.9567  -0.3800  0.0158
H  -0.5208  0.9890  -1.5579
H  -0.2685  2.2376  -0.2753
H  -2.8569  2.0271  0.0238
H  -2.8283  1.1835  -1.6025
H  -1.8080  -1.2413  1.9696
H  4.3185  0.5866  -0.0882
H  3.1582  0.1323  1.3773
H  2.6272  1.1149  -0.1933
H  2.0321  -2.5529  -0.4327
H  1.9190  -1.4765  1.0638

## Properties
ΔE to the lowest compared entry with this formula, charge and spin: 364.43 kJ/mol
Frontier orbital gap: 9.6 eV
Largest force on an atom: 4.4 eV/A
HOMO: -9.27 eV